A 2-piece molecular cluster, C2H4NO2 overall. Source: the Open Molecules 2025 dataset; level of theory: ωB97M-V/def2-TZVPD.

Computed properties:
gap between HOMO and LUMO (alpha / beta)	6.831 / 6.218	eV
energy	-7717.8018	eV
net charge	-1

The geometry in XYZ format:
```
9
C2H4NO2, DFT ωB97M-V/def2-TZVPD
C 1.330 -0.672 -0.128
C 0.485 0.565 -0.011
N -2.202 -0.048 -0.223
O -2.838 -0.116 0.848
O 1.331 0.050 1.025
H 0.781 -1.545 0.016
H 2.336 -0.669 -0.437
H 1.020 1.501 -0.317
H -2.245 0.934 -0.774
```



A 2-piece molecular cluster, C8H13NO overall. Source: the Open Molecules 2025 dataset; level of theory: ωB97M-V/def2-TZVPD.

Computed properties:
gap between HOMO and LUMO	9.734	eV
energy	-12035.8451	eV

The geometry in XYZ format:
```
23
C8H13NO, DFT ωB97M-V/def2-TZVPD
C 0.206 0.963 1.543
C 0.040 -0.100 0.461
C -0.919 -1.294 0.925
C -1.708 -1.534 -0.395
C -1.789 -0.162 -0.966
C 0.409 0.632 -1.719
C 1.742 0.410 -0.957
C 1.395 -0.549 0.103
H -0.756 1.536 2.174
H -1.863 -1.113 1.800
H -0.189 -1.872 1.370
H -2.643 -1.978 -0.349
H -0.680 -2.185 -0.864
H -2.052 -0.455 -2.143
H -3.167 0.268 -0.586
H 0.507 -0.429 -2.228
H 0.234 1.388 -2.354
H 2.347 1.482 -0.492
H 2.739 0.025 -1.753
H 1.483 -1.438 -0.403
H 1.996 -0.749 0.676
N -0.575 0.568 -0.609
O 1.226 1.418 1.930
```



A 2-piece molecular cluster, C16H17N overall. Source: the Open Molecules 2025 dataset; level of theory: ωB97M-V/def2-TZVPD.

Computed properties:
SMILES	Cc1c[nH]c2ccccc12.Cc1ccccc1
gap between HOMO and LUMO	8.671	eV
energy	-18356.0163	eV

The geometry in XYZ format:
```
34
C16H17N, DFT ωB97M-V/def2-TZVPD
C -3.123 -0.806 -1.232
C -3.188 -0.862 0.210
C -3.528 -1.909 0.989
N -3.800 -1.540 2.314
C -3.593 -0.188 2.456
C -3.559 0.689 3.589
C -3.201 1.962 3.353
C -2.886 2.472 2.131
C -2.989 1.596 1.076
C -3.302 0.281 1.168
H -3.898 -0.074 -1.655
H -3.325 -1.857 -1.728
H -2.131 -0.361 -1.463
H -3.819 -2.961 0.623
H -4.231 -2.223 3.015
H -3.864 0.251 4.533
H -3.173 2.603 4.246
H -2.755 3.624 1.937
H -2.710 1.833 0.065
C 3.725 1.967 -1.549
C 3.976 0.515 -1.804
C 3.608 -0.297 -0.760
C 3.979 -1.606 -0.617
C 4.721 -2.165 -1.671
C 4.943 -1.453 -2.881
C 4.728 -0.070 -2.821
H 3.740 2.369 -0.589
H 2.852 2.281 -2.213
H 4.497 2.579 -1.910
H 2.953 0.073 -0.007
H 3.635 -2.238 0.166
H 5.193 -3.124 -1.621
H 5.627 -1.852 -3.649
H 4.898 0.493 -3.701
```



Energy relative to the best compared isomer or geometry (same formula, charge and spin), respectively: 180.11 200.86 53.63 kcal/mol.